<a>
This record from the OMol25 dataset describes a cluster of 2 separate species, C3H10NO in total. The level of theory is the ωB97M-V functional and the def2-TZVPD basis.

Geometry as ORCA input:
```
! RIJCOSX wB97M-V def2-TZVPD def2/J DEFGRID3
* xyz 1 1
C 0.03 2.75 -0.25
C -0.41 1.43 0.40
C -0.82 0.32 -0.18
N -0.54 -1.08 0.28
H 1.13 2.80 -0.23
H -0.63 3.46 0.26
H -0.18 2.69 -1.32
H -0.19 1.57 1.47
H -0.96 0.28 -1.26
H 0.27 -1.00 0.90
H -0.44 -1.87 -0.36
H -1.24 -1.36 0.97
H 1.36 -4.13 -0.03
H 1.46 -2.66 -0.70
O 1.15 -3.19 0.04
*
```

Results
* HOMO-LUMO gap: 11.143 eV
* LUMO level: -3.6 eV
* HOMO energy: -14.762 eV

=====

<b>
This record from the OMol25 dataset describes a cluster of 2 separate species, C3H10NO in total. The level of theory is the ωB97M-V functional and the def2-TZVPD basis.

Geometry as ORCA input:
```
! RIJCOSX wB97M-V def2-TZVPD def2/J DEFGRID3
* xyz 1 1
C -0.60 0.76 1.97
N 0.82 0.73 1.43
H -1.44 1.05 1.15
H -0.68 1.46 2.89
H -0.93 -0.21 2.37
H 0.59 0.48 0.28
H 1.36 1.67 1.42
H 1.28 -0.07 1.79
C 0.77 -0.53 -2.58
C -0.29 -1.01 -1.88
O -0.64 -0.85 -0.58
H 1.44 0.16 -2.12
H 0.68 -0.63 -3.61
H -1.19 -1.51 -2.39
H -1.17 -1.50 -0.13
*
```

Results
* HOMO-LUMO gap: 9.303 eV
* LUMO level: -3.7 eV
* HOMO energy: -13.036 eV

=====

Result of the stability comparison: <a> is the most stable of them.

=====

<a>
This record from the OMol25 dataset describes a cluster of 2 separate species, C3H10NO in total. The level of theory is the ωB97M-V functional and the def2-TZVPD basis.

Geometry as ORCA input:
```
! RIJCOSX wB97M-V def2-TZVPD def2/J DEFGRID3
* xyz 1 1
C 2.02 0.84 1.30
O 0.63 0.61 1.58
H 2.14 1.77 0.74
H 2.57 1.01 2.22
H 2.48 -0.01 0.80
H 0.57 0.46 2.54
C -0.86 -0.94 -1.21
C -2.04 -1.51 -1.24
N -0.68 0.46 -0.75
H 0.05 -1.47 -1.43
H -2.10 -2.52 -1.60
H -2.97 -1.01 -1.04
H -0.24 0.99 -1.50
H -1.57 0.87 -0.46
H 0.01 0.44 0.04
*
```

Results
* HOMO-LUMO gap: 12.072 eV
* LUMO level: -3.3 eV
* HOMO energy: -15.331 eV

=====

<b>
This record from the OMol25 dataset describes a cluster of 2 separate species, C3H10NO in total. The level of theory is the ωB97M-V functional and the def2-TZVPD basis.

Geometry as ORCA input:
```
! RIJCOSX wB97M-V def2-TZVPD def2/J DEFGRID3
* xyz 1 1
C -0.66 -1.99 -0.86
C 0.04 -1.13 0.18
C 0.04 0.84 -1.17
N 0.09 0.37 0.08
H -0.17 -1.92 -1.85
H -1.71 -1.67 -0.94
H -0.61 -3.08 -0.64
H 1.13 -1.38 0.42
H -0.50 -1.20 1.14
H 0.49 0.22 -1.96
H -0.07 1.90 -1.25
H 0.44 1.04 0.82
H 0.60 3.27 1.51
H 0.20 2.36 2.69
O 0.70 2.38 1.84
*
```

Results
* HOMO-LUMO gap: 10.744 eV
* LUMO level: -5.4 eV
* HOMO energy: -16.134 eV

=====

Result of the stability comparison: <a> is the most stable of them.

=====

<a>
This record from the OMol25 dataset describes a cluster of 2 separate species, C3H10NO in total. The level of theory is the ωB97M-V functional and the def2-TZVPD basis.

Geometry as ORCA input:
```
! RIJCOSX wB97M-V def2-TZVPD def2/J DEFGRID3
* xyz 1 1
C 0.76 0.96 2.72
N 1.52 1.17 1.74
H -0.10 1.60 2.94
H 0.81 0.04 3.32
H 2.24 0.50 1.48
H 1.49 1.95 1.06
C -1.16 -0.56 -1.06
O -1.30 -0.36 -2.45
C 0.20 -1.14 -0.83
H -1.37 0.36 -0.49
H -1.90 -1.31 -0.71
H -2.18 -0.01 -2.57
H 0.52 -1.63 0.11
H 0.19 -2.05 -1.49
H 0.98 -0.46 -1.19
*
```

Results
* HOMO-LUMO gap: 7.277 eV
* LUMO level: -6.0 eV
* HOMO energy: -13.280 eV

=====

<b>
This record from the OMol25 dataset describes a cluster of 2 separate species, C3H10NO in total. The level of theory is the ωB97M-V functional and the def2-TZVPD basis.

Geometry as ORCA input:
```
! RIJCOSX wB97M-V def2-TZVPD def2/J DEFGRID3
* xyz 1 1
C -1.61 0.85 2.12
O -0.68 1.22 0.99
H -2.16 1.71 2.54
H -0.96 0.53 2.99
H -2.32 0.15 1.71
H -1.10 2.05 0.66
C 0.75 -1.21 -2.26
C 1.51 -0.29 -0.05
N 0.61 -0.42 -0.95
H 0.77 -2.28 -2.09
H -0.10 -1.01 -2.89
H 1.74 -0.93 -2.62
H 2.60 -0.66 -0.28
H 1.21 0.22 0.89
H -0.25 0.07 -0.76
*
```

Results
* HOMO-LUMO gap: 10.255 eV
* LUMO level: -4.7 eV
* HOMO energy: -14.980 eV

=====

Result of the stability comparison: <b> is the most stable of them.

=====

<a>
This record from the OMol25 dataset describes the ion C3H10NO with charge +1. The level of theory is the ωB97M-V functional and the def2-TZVPD basis.

Geometry as ORCA input:
```
! RIJCOSX wB97M-V def2-TZVPD def2/J DEFGRID3
* xyz 1 1
C -0.36 -1.41 0.25
N -0.24 -0.04 -0.36
C -1.42 0.86 -0.13
C 1.33 0.69 0.10
O 2.35 -0.05 -0.32
H -0.55 -1.56 1.31
H -1.29 -1.75 -0.07
H 0.46 -1.96 0.00
H -0.07 -0.06 -1.41
H -2.40 0.42 -0.42
H -1.55 1.19 0.85
H -1.47 1.81 -0.83
H 1.20 1.65 -0.46
H 1.26 0.96 1.19
H 2.76 -0.75 0.29
*
```

Results
* HOMO-LUMO gap: 12.821 eV
* LUMO level: -3.2 eV
* SMILES: C[NH+](C)CO
* HOMO energy: -15.992 eV

=====

<b>
This record from the OMol25 dataset describes the ion C3H10NO with charge +1. The level of theory is the ωB97M-V functional and the def2-TZVPD basis.

Geometry as ORCA input:
```
! RIJCOSX wB97M-V def2-TZVPD def2/J DEFGRID3
* xyz 1 1
C -0.42 -1.89 0.45
N 0.47 -0.77 0.55
C -0.35 0.56 0.79
C -0.37 1.44 -0.46
O 0.60 0.79 -1.30
H -0.92 -2.25 1.37
H 0.18 -2.78 -0.04
H -1.30 -1.69 -0.21
H 1.21 -0.87 1.29
H 0.98 -0.66 -0.38
H -1.44 0.30 0.90
H 0.03 0.95 1.77
H -0.04 2.53 -0.24
H -1.25 1.33 -1.07
H 1.29 1.50 -1.52
*
```

Results
* HOMO-LUMO gap: 12.192 eV
* LUMO level: -3.4 eV
* SMILES: C[NH2+]CCO
* HOMO energy: -15.619 eV

=====

Result of the stability comparison: <b> is the most stable of them.

=====

<a>
This record from the OMol25 dataset describes a cluster of 3 separate species, C3H10NO in total. The level of theory is the ωB97M-V functional and the def2-TZVPD basis.

Geometry as ORCA input:
```
! RIJCOSX wB97M-V def2-TZVPD def2/J DEFGRID3
* xyz 1 1
C 0.25 -0.99 -2.26
C 0.66 0.16 -1.56
C -0.14 0.63 -0.46
N 0.12 1.42 0.50
H 0.89 -1.20 -3.12
H 0.09 -1.82 -1.57
H -0.75 -0.78 -2.68
H 1.59 0.62 -1.91
H -1.09 0.08 -0.39
H 0.98 1.96 0.33
H -0.99 2.11 3.46
H -1.38 2.40 4.03
H 0.29 -0.85 1.72
H -0.54 -1.98 2.34
O 0.00 -1.76 1.57
*
```

Results
* HOMO-LUMO gap: 6.991 eV
* LUMO level: -8.2 eV
* HOMO energy: -15.240 eV

=====

<b>
This record from the OMol25 dataset describes a cluster of 2 separate species, C3H10NO in total. The level of theory is the ωB97M-V functional and the def2-TZVPD basis.

Geometry as ORCA input:
```
! RIJCOSX wB97M-V def2-TZVPD def2/J DEFGRID3
* xyz 1 1
C -2.26 0.43 0.40
N -2.05 1.64 0.05
H -3.27 0.12 0.62
H -1.41 -0.22 0.22
H -1.10 1.93 -0.19
H -2.75 2.36 -0.02
C 1.20 -0.48 -0.69
O 0.60 0.66 -0.02
C 1.68 -1.46 0.38
H 2.05 -0.16 -1.29
H 0.57 -0.89 -1.49
H 1.33 1.30 0.08
H 1.58 -2.49 0.03
H 1.10 -1.40 1.30
H 2.73 -1.32 0.61
*
```

Results
* HOMO-LUMO gap: 9.460 eV
* LUMO level: -5.3 eV
* HOMO energy: -14.766 eV

=====

Result of the stability comparison: <b> is the most stable of them.

=====

<a>
This record from the OMol25 dataset describes the ion C3H10NO with charge +1. The level of theory is the ωB97M-V functional and the def2-TZVPD basis.

Geometry as ORCA input:
```
! RIJCOSX wB97M-V def2-TZVPD def2/J DEFGRID3
* xyz 1 1
N -1.91 0.94 -0.22
C -0.94 -0.12 0.26
C 0.48 0.31 -0.11
C 1.43 -0.86 0.13
O 2.65 -0.62 -0.48
H -2.36 0.66 -1.09
H -2.68 1.18 0.41
H -1.42 1.81 -0.42
H -1.26 -1.08 -0.13
H -1.06 -0.15 1.33
H 0.75 1.13 0.56
H 0.51 0.69 -1.13
H 0.96 -1.78 -0.24
H 1.51 -0.95 1.20
H 3.33 -1.17 -0.08
*
```

Results
* HOMO-LUMO gap: 10.153 eV
* LUMO level: -3.9 eV
* SMILES: [NH3+]CCCO
* HOMO energy: -14.044 eV

=====

<b>
This record from the OMol25 dataset describes a cluster of 2 separate species, C3H10NO in total. The level of theory is the ωB97M-V functional and the def2-TZVPD basis.

Geometry as ORCA input:
```
! RIJCOSX wB97M-V def2-TZVPD def2/J DEFGRID3
* xyz 1 1
C 1.56 2.07 -0.18
O 1.31 0.91 0.66
H 2.24 1.92 -1.02
H 1.98 3.02 0.28
H 0.46 2.23 -0.44
H 2.13 0.51 0.80
C -1.58 -1.27 0.15
C -2.01 -0.71 -1.02
N 0.03 -1.31 0.31
H -2.05 -1.44 1.11
H -1.34 -0.83 -1.84
H -2.90 -0.04 -1.11
H 0.23 -1.71 1.24
H 0.43 -0.31 0.27
H 0.32 -2.03 -0.44
*
```

Results
* HOMO-LUMO gap: 11.032 eV
* LUMO level: -3.8 eV
* HOMO energy: -14.807 eV

=====

Result of the stability comparison: <a> is the most stable of them.